Entry 1:
Here is 4 unconnected molecules or ions with the total composition C21H24Br2F6N4O5 at a distorted geometry from the OMol25 dataset. Energies are from ωB97M-V/def2-TZVPD.

Results
**Total charge**: 0
**SMILES**: CCCN[C@]1(/C(Br)=C(\C)Br)C[C@H](C(=O)C(F)(F)C(F)(F)C(F)(F)C(=O)O)C(=O)O1.CC#N.CC#N.CC#N
**Gap between HOMO and LUMO**: 9.290 eV
**Spin multiplicity**: 1

Each line ends with the natural charge from an NBO analysis.
Cartesian coordinates (Å):
C -4.312 -1.991 -4.772  -0.6089
C -2.883 -2.455 -4.384  -0.4115
C -1.892 -1.361 -4.814  -0.2226
N -0.543 -1.554 -4.288  -0.6235
C -0.381 -1.266 -2.900  0.3684
C -1.138 -0.075 -2.305  -0.1482
Br -2.438 -0.513 -0.934  0.0787
C -0.978 1.200 -2.662  -0.0703
C -0.030 1.682 -3.731  -0.6674
Br -1.965 2.616 -1.817  0.1055
C 1.126 -1.090 -2.533  -0.3973
C 1.117 -1.678 -1.124  -0.4648
C 2.447 -1.829 -0.432  0.5462
O 3.392 -2.303 -0.980  -0.4399
C 2.624 -1.382 1.062  0.5592
F 3.939 -1.227 1.243  -0.3007
F 2.231 -2.328 1.912  -0.3038
C 1.983 -0.003 1.375  0.5704
F 2.767 0.645 2.252  -0.3028
F 1.990 0.723 0.263  -0.2940
C 0.576 -0.031 2.025  0.5353
F -0.139 -1.102 1.668  -0.3074
F -0.076 1.042 1.575  -0.2890
C 0.628 0.101 3.567  0.7309
O 0.268 1.068 4.136  -0.4777
O 1.176 -0.965 4.222  -0.6904
C 0.324 -2.962 -1.442  0.8300
O 0.530 -4.085 -1.158  -0.5170
O -0.701 -2.500 -2.206  -0.5152
H -5.055 -2.458 -4.125  0.2148
H -4.559 -2.252 -5.802  0.2032
H -4.430 -0.910 -4.666  0.2002
H -2.683 -3.360 -4.953  0.2103
H -2.880 -2.617 -3.310  0.2193
H -1.811 -1.438 -5.902  0.2048
H -2.319 -0.372 -4.611  0.1751
H 0.163 -1.118 -4.858  0.3762
H 0.870 2.072 -3.248  0.2344
H 0.285 0.900 -4.415  0.2142
H -0.499 2.481 -4.302  0.2492
H 1.725 -1.645 -3.258  0.2399
H 1.522 -0.077 -2.483  0.2297
H 0.415 -1.116 -0.502  0.2514
H 0.629 -1.742 4.042  0.5048
C 5.808 -1.132 3.598  -0.7180
C 6.958 -1.238 4.500  0.2852
N 7.857 -1.321 5.206  -0.3313
H 5.348 -0.151 3.702  0.2527
H 6.131 -1.267 2.569  0.2574
H 5.074 -1.897 3.843  0.2527
C -2.176 1.863 6.640  -0.7234
C -3.366 2.309 5.910  0.2901
N -4.295 2.656 5.336  -0.3386
H -2.460 1.149 7.410  0.2521
H -1.478 1.390 5.951  0.2648
H -1.689 2.716 7.106  0.2542
C -2.086 5.270 1.785  -0.7206
C -2.188 5.563 0.352  0.2975
N -2.269 5.784 -0.770  -0.3456
H -2.754 5.924 2.342  0.2575
H -2.364 4.234 1.968  0.2612
H -1.064 5.431 2.121  0.2526

Entry 2:
Here is C21H24ClN3O4S in the gas phase at a distorted geometry from the OMol25 dataset. Energies are from ωB97M-V/def2-TZVPD.

Results
**Total charge**: 0
**SMILES**: CC(C)Oc1ccc(/C=N/NC(=O)[C@H]2CCCN2S(=O)(=O)c2ccc(Cl)cc2)cc1
**Gap between HOMO and LUMO**: 8.490 eV
**Spin multiplicity**: 1

Each line ends with the natural charge from an NBO analysis.
Cartesian coordinates (Å):
C 3.714 -2.390 -4.700  -0.6130
C 3.901 -1.987 -3.240  0.0976
C 5.014 -2.801 -2.582  -0.6351
O 2.652 -2.227 -2.600  -0.5180
C 2.339 -1.615 -1.438  0.4074
C 3.139 -0.702 -0.753  -0.3581
C 2.674 -0.111 0.404  -0.1061
C 1.404 -0.396 0.904  -0.1636
C 0.921 0.288 2.077  0.0758
N -0.306 0.245 2.412  -0.2434
N -0.716 0.905 3.506  -0.4404
C -2.023 0.993 3.875  0.6687
O -2.338 1.553 4.901  -0.5970
C -2.997 0.368 2.880  -0.1627
C -4.434 0.383 3.400  -0.4025
C -4.881 1.815 3.101  -0.4280
C -4.056 2.223 1.867  -0.2384
N -3.031 1.202 1.686  -0.6824
S -3.043 0.381 0.223  2.3241
O -2.875 -1.028 0.441  -0.9427
O -4.158 0.804 -0.580  -0.9341
C -1.553 0.970 -0.589  -0.3326
C -0.805 2.012 -0.081  -0.1726
C 0.369 2.383 -0.715  -0.2421
C 0.765 1.704 -1.858  -0.0129
Cl 2.248 2.126 -2.620  0.0146
C -0.005 0.683 -2.393  -0.2497
C -1.171 0.317 -1.745  -0.1155
C 0.612 -1.332 0.227  -0.1531
C 1.078 -1.934 -0.915  -0.2843
H 4.635 -2.230 -5.252  0.2124
H 3.439 -3.439 -4.758  0.2133
H 2.922 -1.799 -5.152  0.2174
H 4.137 -0.914 -3.193  0.1740
H 5.963 -2.597 -3.071  0.2145
H 4.791 -3.861 -2.670  0.2149
H 5.103 -2.556 -1.526  0.2165
H 4.120 -0.436 -1.114  0.2209
H 3.303 0.601 0.919  0.2027
H 1.653 0.870 2.654  0.1551
H -0.030 1.372 4.108  0.3754
H -2.635 -0.621 2.594  0.2786
H -5.024 -0.340 2.837  0.2154
H -4.480 0.150 4.462  0.2358
H -4.632 2.456 3.946  0.2263
H -5.950 1.881 2.911  0.2195
H -4.657 2.262 0.958  0.2424
H -3.574 3.194 2.013  0.1955
H -1.135 2.519 0.811  0.2382
H 0.978 3.185 -0.327  0.2308
H 0.313 0.175 -3.290  0.2349
H -1.787 -0.486 -2.118  0.2321
H -0.369 -1.563 0.611  0.2470
H 0.478 -2.655 -1.446  0.2266

Entry 3:
Here is a molecular structure, C21H24EuN9O5S4Si at a distorted geometry from the OMol25 dataset. Energies are from ωB97M-V/def2-TZVPD.

Results
**Total charge**: -2
**Gap between HOMO and LUMO (alpha / beta)**: 7.135 / 7.144 eV
**Spin multiplicity**: 7
**Expectation value of S²**: 12.01

Each line ends with the natural charge from an NBO analysis.
Cartesian coordinates (Å):
Eu -0.910 -0.059 0.022  1.6632
C 5.655 -2.698 -2.561  -1.1030
Si 4.419 -1.396 -1.867  1.6272
C 5.110 -0.887 -0.162  -1.1025
C 4.414 0.083 -3.073  -1.1030
C 2.735 -2.229 -1.806  -0.5539
C 2.437 -3.493 -2.274  -0.1368
C 1.151 -4.010 -2.137  -0.3301
C 0.194 -3.226 -1.519  0.0955
N 0.439 -1.999 -1.081  -0.5209
C 1.678 -1.492 -1.227  0.1140
S 1.915 0.094 -0.654  -0.3374
H 6.657 -2.285 -2.605  0.2192
H 5.391 -3.014 -3.565  0.2185
H 5.694 -3.582 -1.933  0.2226
H 6.102 -0.452 -0.242  0.2135
H 5.170 -1.732 0.517  0.2277
H 4.448 -0.155 0.283  0.2665
H 5.382 0.570 -3.128  0.2149
H 3.684 0.807 -2.730  0.2633
H 4.140 -0.221 -4.078  0.2225
H 3.206 -4.091 -2.747  0.1954
H 0.904 -5.000 -2.496  0.2025
H -0.817 -3.583 -1.358  0.2095
S -3.878 0.750 3.129  -0.2862
C -3.716 -0.893 3.294  0.3155
N -4.447 -1.812 2.635  -0.6359
C -4.025 -3.150 3.010  -0.2286
C -2.904 -2.917 4.042  -0.2502
N -2.957 -1.479 4.250  -0.6194
H -4.647 -1.662 1.635  0.4395
H -3.684 -3.688 2.124  0.2123
H -4.874 -3.682 3.457  0.1680
H -1.927 -3.217 3.648  0.2541
H -3.098 -3.434 4.988  0.1668
H -2.128 -0.966 4.547  0.4397
N 0.266 5.101 0.773  -0.8234
C 0.284 5.354 -0.543  0.6596
O 0.775 6.353 -1.043  -0.6529
C -0.398 4.272 -1.327  -0.1915
C -1.508 4.545 -2.117  -0.1262
C -2.140 3.491 -2.751  -0.2653
C -1.682 2.198 -2.526  0.0679
N -0.615 1.930 -1.778  -0.4729
C 0.032 2.950 -1.221  0.0952
H 0.696 5.757 1.404  0.3873
H -0.166 4.251 1.161  0.4285
H -1.861 5.564 -2.211  0.2140
H -2.995 3.651 -3.388  0.2156
H -2.203 1.349 -2.949  0.2395
H 0.944 2.709 -0.681  0.2270
O -0.224 1.735 1.237  -0.5937
N -0.793 2.732 1.861  0.0203
C -1.299 2.531 3.054  -0.1320
C -1.871 3.615 3.741  0.2984
N -2.279 4.505 4.346  -0.3420
C -1.203 1.310 3.767  0.3283
N -0.878 0.409 4.414  -0.3754
O -2.034 -0.641 -1.771  -1.0123
S -3.312 -0.191 -1.140  2.1764
O -2.901 0.687 -0.002  -0.9970
O -4.166 0.500 -2.092  -0.9826
S -4.174 -1.805 -0.437  -0.6548
N -0.473 -2.826 2.217  -0.5634
C -0.735 -1.837 1.667  -0.1367

Entry 4:
Here is a molecular structure, C21H24F2N2O8Si2 at a distorted geometry from the OMol25 dataset. Energies are from ωB97M-V/def2-TZVPD.

Results
**Total charge**: 0
**Gap between HOMO and LUMO**: 8.203 eV
**Spin multiplicity**: 1

Each line ends with the natural charge from an NBO analysis.
Cartesian coordinates (Å):
N 1.402 -3.544 3.209  -0.6399
C 1.763 -3.808 1.907  0.1146
C 0.678 -4.116 0.718  -0.9537
Si -0.044 -2.508 -0.125  1.6590
C -1.302 -1.629 1.041  -1.0262
C -2.859 -2.118 0.681  0.5874
O -3.339 -3.340 0.977  -0.5744
C -3.823 -0.962 -0.047  -0.1332
C -4.378 0.223 0.989  -0.2276
C -5.293 1.431 0.359  -0.2261
C -5.600 1.390 -1.252  -0.2237
C -5.065 0.211 -2.279  -0.2199
C -4.142 -1.011 -1.656  -0.2192
O 1.192 -1.464 -0.810  -1.1874
Si 1.839 -0.331 0.374  1.4141
C 2.743 1.057 -0.604  -0.4749
C 3.818 0.765 -1.854  -0.2310
C 4.429 2.091 -2.574  0.0070
N 4.236 3.543 -2.299  -0.4663
C 3.288 3.878 -1.198  0.0056
C 2.550 2.690 -0.367  -0.2337
H 2.256 -3.370 3.783  0.3457
H 2.906 -3.803 1.605  0.1753
H 1.182 -4.739 -0.151  0.2608
H -0.230 -4.728 1.190  0.2848
H -0.837 -3.009 -1.278  -0.1951
H -1.100 -1.836 2.199  0.2967
H -1.295 -0.439 0.949  0.2777
H -4.074 0.174 2.139  0.2444
H -5.664 2.267 1.108  0.2497
H -6.229 2.270 -1.718  0.2375
H -5.276 0.211 -3.447  0.2498
H -3.692 -1.903 -2.304  0.2552
H 2.722 -0.952 1.377  -0.1797
H 0.761 0.322 1.150  -0.1963
H 4.069 -0.350 -2.178  0.2515
H 5.166 1.852 -3.486  0.2178
H 3.041 5.011 -0.928  0.2445
H 1.790 3.023 0.484  0.2303
C -3.838 -5.089 3.734  -0.1414
C -5.126 -4.630 4.326  0.4442
O -5.189 -5.320 5.553  -0.4821
C -3.891 -5.510 5.920  0.9566
O -3.536 -5.824 7.045  -0.5654
O -3.033 -5.299 4.876  -0.4741
F -6.173 -5.019 3.565  -0.3241
H -3.937 -6.030 3.182  0.2008
H -3.394 -4.340 3.073  0.2331
H -5.177 -3.551 4.508  0.1506
C 5.582 5.888 -3.841  -0.1298
C 4.650 7.010 -4.150  0.4415
O 5.493 8.139 -4.178  -0.4818
C 6.708 7.666 -4.570  0.9564
O 7.620 8.369 -4.973  -0.5632
O 6.780 6.303 -4.465  -0.4766
F 3.748 7.175 -3.157  -0.3291
H 5.755 5.765 -2.767  0.2102
H 5.236 4.935 -4.252  0.2205
H 4.133 6.912 -5.111  0.1526